<1>
Entry from the OMol25 dataset: a 2-piece molecular cluster, C4H12S overall (ωB97M-V with the def2-TZVPD basis set).

CARTESIAN COORDINATES (ANGSTROEM)
S (0.46460, 0.68444, -2.11289)
C (0.08694, -1.06588, 3.45180)
C (-0.96707, -0.71792, 2.39156)
C (-0.52898, -0.75955, -1.70405)
C (0.59957, 1.39840, -0.46053)
H (-0.24826, -1.96377, 3.99684)
H (-1.21690, -0.49420, -0.89490)
H (-0.34316, 1.44476, 0.06003)
H (1.38841, 0.91330, 0.08035)
H (0.10799, -0.34359, 4.26312)
H (-0.86976, 0.34076, 2.13063)
H (-1.96725, -0.73750, 2.83750)
H (0.95843, 2.43311, -0.52414)
H (0.01686, -1.64575, -1.37470)
H (-0.98081, -1.33442, 1.49374)
H (1.01930, -1.29274, 2.95119)
H (-1.21137, -1.00082, -2.52404)

The multiplicity is 2. As for the total charge: -1. As for the HOMO-LUMO gap (spin up / spin down): 2.00 / 8.47 eV.

Per-atom natural (NBO) charges, elementary charge units: 0.05 -0.73 -0.68 -0.78 -1.21 0.18 0.21 0.19 0.19 0.20 0.20 0.18 0.19 0.20 0.20 0.21 0.20

=====

<2>
Entry from the OMol25 dataset: a 2-piece molecular cluster, C4H12S overall (ωB97M-V with the def2-TZVPD basis set).

CARTESIAN COORDINATES (ANGSTROEM)
S (0.84371, -0.54824, 1.86098)
C (-1.64986, 0.50839, -3.28325)
C (-1.56566, -0.99262, -3.23164)
C (-0.34524, 0.75437, 2.25884)
C (2.06004, 0.50751, 1.03918)
H (-1.12125, 0.92184, -2.41627)
H (-1.24560, 0.92175, -4.20874)
H (2.87296, -0.09353, 0.63413)
H (1.60146, 1.03388, 0.20191)
H (2.49456, 1.19614, 1.76565)
H (-0.51045, -1.31098, -3.24864)
H (0.20360, 1.62161, 2.59173)
H (-1.96249, -1.42478, -2.30468)
H (-2.12556, -1.52705, -4.00784)
H (-1.05419, 1.01735, 1.48032)
H (-2.67752, 0.88551, -3.19249)
H (-0.90245, 0.38795, 3.12079)

The multiplicity is 2. As for the total charge: -1. As for the HOMO-LUMO gap (spin up / spin down): 1.94 / 8.12 eV.

Per-atom natural (NBO) charges, elementary charge units: -0.60 -0.61 -0.61 -0.80 -0.80 0.21 0.19 0.22 0.19 0.19 0.21 0.19 0.21 0.19 0.19 0.19 0.22

=====

Ranked by calculated energy, most stable first: <2>, <1>.

=====

<1>
Entry from the OMol25 dataset: one molecule with the formula C10H14O (ωB97M-V with the def2-TZVPD basis set).

CARTESIAN COORDINATES (ANGSTROEM)
O (0.58770, -0.62308, 0.92753)
C (0.12004, 1.49486, -0.02524)
C (-0.31656, 0.29251, 0.36531)
C (1.43096, 2.07125, 0.22730)
C (2.60041, 1.44734, 0.02505)
C (-1.70041, -0.26759, 0.04927)
C (1.94657, -2.30600, -0.31334)
C (1.75551, -0.88671, 0.12175)
C (-2.46733, 0.27278, -1.12125)
C (2.66332, 0.03127, -0.18595)
C (-2.60438, -0.15907, 1.30964)
H (-2.96062, 0.77887, 1.51260)
H (-3.40623, -0.78018, 1.23923)
H (1.58204, 3.17818, 0.32606)
H (-2.20827, -0.36052, 2.26512)
H (-3.47728, -0.13337, -1.28844)
H (3.48652, 1.93304, 0.07481)
H (3.57641, -0.48480, -0.73890)
H (-2.75636, 1.35896, -1.24715)
H (2.92204, -2.48635, -0.58544)
H (-1.37301, -1.34306, 0.06046)
H (-2.00354, 0.13950, -2.00398)
H (-0.61306, 2.21775, -0.51225)
H (1.33650, -2.50844, -1.07298)
H (1.87901, -2.87712, 0.59081)

The multiplicity is 1. Its SMILES is CC1=CC=CC=C(C(C)C)O1. As for the total charge: 0. As for the HOMO-LUMO gap: 8.84 eV.

Per-atom natural (NBO) charges, elementary charge units: -0.55 -0.32 0.37 -0.19 -0.21 -0.29 -0.65 0.35 -0.62 -0.30 -0.59 0.20 0.20 0.21 0.21 0.22 0.20 0.21 0.22 0.22 0.23 0.21 0.22 0.22 0.22

=====

<2>
Entry from the OMol25 dataset: one molecule with the formula C10H14O (ωB97M-V with the def2-TZVPD basis set).

CARTESIAN COORDINATES (ANGSTROEM)
O (1.95701, -0.13500, -0.47215)
C (0.35637, -0.80525, 1.08813)
C (-0.43477, 0.23047, 1.33736)
C (0.76720, 0.08079, -1.20556)
C (-0.67695, 1.30210, 0.39964)
C (-2.48538, 2.85413, -0.22707)
C (1.20251, -2.49806, -0.77853)
C (-1.53584, 2.47242, 0.87629)
C (2.18727, -3.12996, 0.25118)
C (-0.21113, 1.12022, -0.87320)
C (0.96620, -1.04040, -0.24683)
H (-0.89347, 3.16376, 1.21459)
H (0.36598, -1.50480, 1.92223)
H (-2.93640, 2.12568, -0.89462)
H (-2.11595, 3.57107, -1.02416)
H (1.56760, -2.36703, -1.73011)
H (0.86000, -0.32704, -2.20762)
H (3.22222, -2.62789, 0.06488)
H (-0.88734, 0.49644, 2.23646)
H (-3.32862, 3.52076, 0.11884)
H (-2.10926, 2.28386, 1.72689)
H (2.28056, -4.12516, -0.18252)
H (-0.35776, 1.67415, -1.77167)
H (1.89748, -3.20418, 1.20030)
H (0.34248, -3.13103, -0.82276)

The multiplicity is 1. Its SMILES is CCC1=C[C@H]2O[C@@]2(CC)C=C1. As for the total charge: 0. As for the HOMO-LUMO gap: 9.19 eV.

Per-atom natural (NBO) charges, elementary charge units: -0.47 -0.17 -0.22 0.02 0.02 -0.62 -0.40 -0.44 -0.60 -0.23 0.20 0.22 0.21 0.22 0.21 0.21 0.18 0.21 0.20 0.21 0.21 0.20 0.21 0.20 0.21

=====

Ranked by calculated energy, most stable first: <1>, <2>.

=====

<1>
Entry from the OMol25 dataset: one molecule with the formula C3H2ClIO (ωB97M-V with the def2-TZVPD basis set).

CARTESIAN COORDINATES (ANGSTROEM)
I (1.03019, 2.30196, 0.02375)
Cl (4.69385, -1.44446, 0.35150)
O (-0.87266, 0.19802, 0.34001)
C (2.10824, -0.49354, -0.14487)
C (0.70016, 0.24753, -0.36909)
C (3.16090, -0.89702, 0.28381)
H (0.21587, 0.29179, -1.38403)
H (-0.72832, 0.28250, 1.33333)

The multiplicity is 1. Its SMILES is O[C@@H](I)C#CCl. As for the total charge: 0. As for the HOMO-LUMO gap: 9.52 eV.

Per-atom natural (NBO) charges, elementary charge units: 0.15 0.15 -0.73 -0.07 -0.13 -0.09 0.25 0.47

=====

<2>
Entry from the OMol25 dataset: one molecule with the formula C3H2ClIO (ωB97M-V with the def2-TZVPD basis set).

CARTESIAN COORDINATES (ANGSTROEM)
I (2.07927, -0.00702, -2.37459)
Cl (-2.43524, 0.32926, 1.49283)
O (-0.27472, -0.97729, 2.14407)
C (0.14511, -0.17039, -0.10984)
C (-0.83207, -0.42763, 1.27089)
C (0.50844, 0.68883, -1.16515)
H (0.64727, -1.08935, 0.14289)
H (0.16193, 1.65359, -1.40110)

The multiplicity is 1. Its SMILES is O=C(Cl)/C=C/I. As for the total charge: 0. As for the HOMO-LUMO gap: 9.15 eV.

Per-atom natural (NBO) charges, elementary charge units: 0.17 -0.05 -0.49 -0.29 0.54 -0.33 0.22 0.23

=====

Ranked by calculated energy, most stable first: <2>, <1>.